Record 1
12
Properties=species:S:1:pos:R:3 method="wB97M-V/def2-TZVPD" charge=+4 e_homo_ev="-32.83 / -32.61" multiplicity=5 s_squared=6.0223
O 0.53613 0.00829 0.28129
C -0.60849 0.54601 0.13087
C -1.31693 1.11328 1.24195
H -1.07738 0.38937 -0.84978
H -0.81786 0.98449 2.20465
H -2.33730 0.68752 1.22193
H -1.48002 2.17804 0.98442
O 2.04003 -1.51321 -0.01309
C 1.02117 -1.23106 -0.66425
O 0.77529 -1.10634 -1.82897
Co 1.26587 -1.33836 -3.53737
H 1.99947 -0.71801 0.82835

***

Record 2
42
Properties=species:S:1:pos:R:3 method="wB97M-V/def2-TZVPD" e_homo_ev=-8.49 smiles="CNC(=O)c1cc(-c2ncco2)nc2ccc(-c3ccc4scnc4c3)cc12"
O 3.34149 1.32331 1.44267
N -6.18521 -0.51130 2.20770
N 3.83352 -3.09659 -3.39910
N 1.64402 -2.09423 -1.79448
O 5.28610 -1.86320 -2.32183
S -6.49428 2.00166 2.36704
C 2.37513 1.31737 0.72983
C -7.13326 0.35818 2.36664
C 4.05125 -2.22448 -2.46024
C 5.15239 -3.46579 -3.78253
C 6.03479 -2.68363 -3.12626
C 2.88559 -1.61348 -1.72065
C -3.70297 2.24320 1.70816
C -2.63821 1.60728 1.18405
C -3.80666 -0.54403 1.42089
C -1.71085 -1.47980 -0.61582
C 3.12536 -0.44916 -0.99260
C -4.92503 0.07132 1.92538
C -4.84559 1.48186 1.98292
C -2.67109 0.18909 1.10948
C -1.49341 -0.45802 0.44374
C -0.61102 -1.99474 -1.38976
C -0.18344 -0.05371 0.61132
C 2.14302 0.09198 -0.12480
C 0.65407 -1.53892 -1.09833
C 0.89157 -0.56723 -0.17390
N 1.55107 2.45568 0.72234
C 1.71635 3.77468 1.37213
H -8.16852 0.15572 2.58289
H 5.42592 -4.27964 -4.46572
H 7.12188 -2.71242 -3.30441
H -3.61805 3.26835 2.07321
H -1.72549 2.04875 0.92277
H -3.75640 -1.58385 1.31998
H -2.66812 -1.84814 -0.90718
H 4.02735 0.04496 -0.88660
H -0.67399 -2.71755 -2.20127
H -0.12343 0.63023 1.39452
H 0.72132 2.29316 0.21270
H 0.83502 4.39938 1.22292
H 1.72906 3.64814 2.42965
H 2.58872 4.37562 1.01255

***

Record 3
30
Properties=species:S:1:pos:R:3 method="wB97M-V/def2-TZVPD" e_homo_ev=-8.75 smiles="C=C(C)C#CC.C=C/C=C/CC"
C -3.11582 -5.83883 -0.44912
C -2.36623 -4.60600 -0.11252
C -1.63985 -3.67861 0.12758
C -0.73172 -2.64108 0.55333
C 0.65709 -2.65665 -0.06852
C -1.05676 -1.76276 1.50305
C -0.84011 1.38048 0.25732
C -0.44688 2.77690 -0.21801
C 0.93425 3.20361 0.14193
C 1.61648 4.10545 -0.56325
C 2.88914 4.73384 -0.19247
C 4.02551 4.65257 -0.88785
H -3.07453 -6.54302 0.37777
H -2.67511 -6.26926 -1.34552
H -4.16582 -5.61343 -0.64654
H 1.29983 -1.90634 0.39035
H 1.13514 -3.63019 0.06672
H 0.61103 -2.47405 -1.15741
H -2.05648 -1.70832 1.94597
H -0.35006 -1.00464 1.85146
H -0.23738 0.56742 -0.17485
H -1.87774 1.17041 -0.01053
H -0.78023 1.29888 1.35500
H -0.59287 2.85664 -1.32169
H -1.21101 3.44850 0.26013
H 1.37189 2.81531 1.08159
H 1.23434 4.35044 -1.55394
H 2.84898 5.23391 0.76668
H 4.01640 4.29869 -1.92191
H 4.95308 5.09561 -0.51214

***

Record 4
60
Properties=species:S:1:pos:R:3 method="wB97M-V/def2-TZVPD" charge=+2 e_homo_ev="-14.83 / -14.83"
Ti -13.61717 -10.63746 0.83471
C -16.35118 -9.58147 -3.14175
C -15.49594 -9.10801 -1.99895
C -14.80270 -7.83794 -1.88868
C -14.30933 -7.78954 -0.57159
N -14.50087 -9.01869 -0.01214
N -15.25267 -9.82032 -0.90974
B -11.86376 -9.77839 -1.67383
N -12.34037 -11.17325 -1.68907
C -12.30750 -12.04940 -2.72509
C -12.93333 -13.24243 -2.37153
C -13.40005 -13.02431 -1.04072
C -14.48041 -13.64079 -0.23476
N -12.90849 -11.83131 -0.59322
N -11.48966 -9.18799 -0.35865
C -10.63655 -8.11191 -0.04900
C -10.45761 -7.98373 1.29886
C -11.36503 -8.93625 1.89203
C -11.78323 -9.05983 3.34921
N -11.90632 -9.67269 0.89841
N -11.78013 -9.02473 -2.90050
C -11.87004 -9.40045 -4.23717
C -11.53939 -8.36221 -5.04729
C -11.20806 -7.26680 -4.09884
C -10.68802 -5.89109 -4.36746
N -11.40230 -7.70004 -2.88914
H -16.64334 -8.78047 -3.81728
H -17.27605 -10.08095 -2.72112
H -15.81685 -10.43198 -3.62432
H -14.62464 -7.11532 -2.70942
H -13.81392 -6.94764 -0.05685
H -11.69217 -11.83240 -3.60130
H -13.15028 -14.08106 -3.01227
H -14.75542 -14.64686 -0.64545
H -15.41308 -13.04960 -0.23290
H -14.24287 -13.76875 0.85454
H -10.19639 -7.53538 -0.85665
H -9.73665 -7.37921 1.83225
H -11.19990 -9.75704 3.94895
H -12.83642 -9.41236 3.28111
H -11.77596 -8.05527 3.83914
H -12.25340 -10.35062 -4.59221
H -11.32645 -8.38330 -6.11558
H -10.58162 -5.75195 -5.44597
H -9.71391 -5.78177 -3.90428
H -11.34869 -5.14536 -3.89942
F -14.75494 -8.87843 5.37782
C -15.47997 -8.18402 4.43584
F -14.53895 -7.55372 3.57416
F -16.11294 -7.17746 5.12609
C -16.48357 -9.04998 3.70225
C -17.81707 -8.54171 3.60674
C -18.83301 -9.32662 3.13657
C -18.60155 -10.68717 2.91408
N -17.35214 -11.20456 2.98094
C -16.30166 -10.38827 3.20438
S -14.71565 -11.17140 2.76038
H -18.04381 -7.56011 3.96174
H -19.82249 -8.91919 2.88687
H -19.39462 -11.35180 2.55744

***

Record 5
13
Properties=species:S:1:pos:R:3 method="wB97M-V/def2-TZVPD" e_homo_ev=-8.89
C 0.62547 0.62295 1.20789
O 0.47407 -0.79423 1.25276
C 0.19357 -1.19251 -0.06657
C -1.07706 -0.65984 -0.68618
O -1.52699 0.44474 0.08773
C -0.19694 1.02082 -0.00476
C 0.24490 -0.04182 -1.02546
H 1.67457 0.89227 0.99732
H 0.33214 1.03967 2.17400
H 0.55987 -2.18044 -0.32327
H -1.78786 -1.21026 -1.29594
H -0.22617 2.07908 -0.27123
H 0.84140 0.07004 -1.92232

***

Record 6
59
Properties=species:S:1:pos:R:3 method="wB97M-V/def2-TZVPD" e_homo_ev=-8.94 smiles="COCC1CCN(C(=O)[C@H]2CCC(=O)N(C3CCCCCC3)C2)CC1"
C 0.72266 4.22682 0.62891
O 1.02759 2.87958 0.37723
C 2.41389 2.61802 0.36473
C 2.61236 1.12683 0.10958
C 4.07492 0.69192 0.18665
C 4.15038 -0.84641 0.12878
N 2.92143 -1.40493 -0.40860
C 2.23543 -2.29875 0.34611
O 2.71015 -2.75825 1.36833
C 0.82771 -2.68020 -0.09854
C -0.12860 -1.63266 0.47303
N -1.50705 -1.92463 0.15189
C -1.99187 -3.17556 -0.01702
O -3.17221 -3.38464 -0.23868
C -1.01020 -4.33763 0.00889
C 0.40201 -4.02431 0.48240
H 1.08808 -4.81269 0.16815
H 0.44679 -3.96752 1.57058
H -1.46114 -5.12311 0.61782
H -0.98535 -4.71623 -1.01810
C -2.42978 -0.79350 0.06019
C -2.29878 0.12595 1.27810
C -3.50882 1.04936 1.43257
H -4.39649 0.52789 1.07099
C -3.36670 2.39396 0.71480
H -2.78063 3.07277 1.33949
C -2.70180 2.32555 -0.66260
H -2.94542 3.24807 -1.19542
C -3.12817 1.12539 -1.51060
C -2.24013 -0.09768 -1.29187
H -1.19800 0.21264 -1.40604
H -2.45085 -0.83680 -2.06902
H -4.17002 0.87264 -1.31295
H -3.05432 1.39917 -2.56600
H -1.61627 2.30469 -0.54556
H -4.36350 2.82954 0.61273
H -3.67209 1.25338 2.49304
H -1.38760 0.72295 1.22651
H -2.23222 -0.51388 2.16124
H -3.42806 -1.24578 0.07498
H 0.10783 -0.64337 0.08046
H 0.00960 -1.60474 1.56311
H 0.73983 -2.71987 -1.18621
C 2.47927 -0.71307 -1.59612
H 3.32640 -0.70903 -2.29125
C 2.07147 0.73778 -1.26866
H 0.98937 0.86331 -1.28098
H 2.48346 1.41228 -2.02105
H 1.66220 -1.24440 -2.07885
H 4.99505 -1.16682 -0.49041
H 4.27354 -1.27124 1.12629
H 4.53297 1.04739 1.10953
H 4.62097 1.13460 -0.64870
H 2.04789 0.59471 0.88233
H 2.85858 2.89948 1.33226
H 2.90485 3.21569 -0.42009
H 1.10129 4.54335 1.60859
H 1.15019 4.88135 -0.14069
H -0.36208 4.31068 0.61373

***

Please write out number 1 again, unchanged.
12
Properties=species:S:1:pos:R:3 method="wB97M-V/def2-TZVPD" charge=+4 e_homo_ev="-32.83 / -32.61" multiplicity=5 s_squared=6.0223
O 0.53613 0.00829 0.28129
C -0.60849 0.54601 0.13087
C -1.31693 1.11328 1.24195
H -1.07738 0.38937 -0.84978
H -0.81786 0.98449 2.20465
H -2.33730 0.68752 1.22193
H -1.48002 2.17804 0.98442
O 2.04003 -1.51321 -0.01309
C 1.02117 -1.23106 -0.66425
O 0.77529 -1.10634 -1.82897
Co 1.26587 -1.33836 -3.53737
H 1.99947 -0.71801 0.82835